Entry 1:
Entry from the Open Molecules 2025 dataset: C28H29BaN13O2 as an isolated structure (wB97M-V/def2-TZVPD).

```
73
Properties=species:S:1:pos:R:3
Ba -1.4043 -1.2995 1.5981
C 4.8792 -0.9345 0.4372
N 3.4535 -1.2442 0.3633
C 2.4276 -0.7005 1.0163
N 1.3047 -1.3333 0.7001
C 1.7324 -2.2840 -0.1812
N 3.0205 -2.2605 -0.4076
C 5.2643 0.4379 -0.0655
C 6.5624 0.8686 0.1987
C 7.0239 2.0674 -0.3154
C 6.1894 2.8624 -1.0857
C 4.8861 2.4491 -1.3282
C 4.4232 1.2335 -0.8245
C 4.0132 3.2991 -2.1345
N 4.3441 4.1054 -3.0818
N 3.1707 4.6920 -3.5259
C 2.2214 4.1964 -2.8136
O 2.6761 3.2963 -1.9019
C 0.7935 4.4974 -2.8586
C 0.2280 5.0117 -4.0206
C -1.1280 5.2907 -4.0500
C -1.9164 5.0556 -2.9328
C -1.3506 4.5609 -1.7634
C -2.2171 4.3971 -0.5367
N -1.7475 3.3329 0.3502
C -1.3709 2.0925 0.0488
N -0.9622 1.4659 1.1440
C -1.1285 2.4139 2.1121
N -1.5961 3.5538 1.6701
C 0.0089 4.2866 -1.7295
H 5.3611 -1.7033 -0.1641
H 5.2082 -1.0658 1.4682
H 2.5325 0.1412 1.6822
H 1.0854 -2.9992 -0.6621
H 7.2215 0.2522 0.7993
H 8.0368 2.3868 -0.1121
H 6.5313 3.8029 -1.4954
H 3.4142 0.9167 -1.0594
H 0.8551 5.1813 -4.8853
H -1.5768 5.6854 -4.9512
H -2.9781 5.2705 -2.9687
H -3.2479 4.1914 -0.8255
H -2.2159 5.2975 0.0755
H -1.3840 1.7066 -0.9577
H -0.8814 2.2708 3.1521
H 0.4793 3.9243 -0.8238
C -6.1988 0.5174 0.5832
N -5.8058 -0.8555 0.9149
C -6.7218 -1.8420 1.1100
C -6.3546 -3.1058 1.4071
C -4.9586 -3.3674 1.5048
N -4.0644 -2.3957 1.3245
C -4.4690 -1.1453 1.0197
O -3.6099 -0.2499 0.8470
N -4.4969 -4.5878 1.7785
H -7.2826 0.5819 0.5989
H -5.8300 0.7805 -0.4054
H -5.7804 1.2064 1.3122
H -7.7577 -1.5493 1.0101
H -7.0903 -3.8808 1.5547
H -5.1196 -5.3672 1.8982
H -3.5026 -4.7507 1.7677
C 0.6148 -7.1294 0.6359
N 0.4119 -6.1868 1.7419
C 1.0855 -6.4647 3.0134
C -0.2373 -5.0757 1.5562
N -0.8270 -4.0857 1.3919
H 0.2729 -8.1182 0.9381
H 1.6726 -7.1776 0.3784
H 0.0478 -6.8068 -0.2328
H 0.7421 -7.4220 3.4032
H 0.8534 -5.6855 3.7341
H 2.1636 -6.5059 2.8600
```

Energy above the lowest of the compared OMol25 structures with the same formula, charge and spin, kcal/mol: 12.0
Orbital gap, eV: 7.20
Lowest unoccupied orbital energy, eV: -5.208
Spin multiplicity: 1
Total charge: +2
Maximum force, eV/Å: 0.44
E_tot, eV: -53657.3883


Entry 2:
Entry from the Open Molecules 2025 dataset: one molecule with the formula C28H29BrFN3O4 (wB97M-V/def2-TZVPD).

```
66
Properties=species:S:1:pos:R:3
C 0.0557 3.5933 -3.1342
H -0.6109 2.7483 -3.2798
H -0.5309 4.5027 -3.2441
H 0.8052 3.5777 -3.9224
C 0.7334 3.5717 -1.7650
C 1.5931 4.8280 -1.6154
H 0.9915 5.7201 -1.7722
H 2.0289 4.8823 -0.6206
H 2.3979 4.8253 -2.3468
H -0.0303 3.5974 -0.9843
C 1.6192 2.3301 -1.5688
H 2.0280 2.0049 -2.5277
H 2.4656 2.6133 -0.9373
C 0.9860 1.0913 -0.8988
N 0.5243 1.3593 0.4469
C 1.3059 0.7515 1.3842
O 1.1990 0.8233 2.5790
N 2.3186 0.0569 0.6885
C 2.1686 0.1413 -0.6777
O 2.8892 -0.3199 -1.5170
C 3.3233 -0.7003 1.3359
C 4.6112 -0.7078 0.8160
C 5.5725 -1.4627 1.4603
C 5.2977 -2.1951 2.6008
C 4.0087 -2.1696 3.1035
C 3.0190 -1.4334 2.4768
H 2.0201 -1.4137 2.8800
H 3.7701 -2.7339 3.9915
H 6.0795 -2.7666 3.0743
F 6.8245 -1.4723 0.9633
H 4.8634 -0.1570 -0.0746
C -0.9154 1.5508 0.5445
C -1.5484 0.7405 1.6494
C -2.5162 1.3269 2.4537
C -3.1317 0.6092 3.4617
C -2.7588 -0.7057 3.6740
C -1.7935 -1.3106 2.8884
C -1.2019 -0.5873 1.8705
H -0.4546 -1.0729 1.2591
H -1.5049 -2.3345 3.0721
Br -3.5857 -1.7035 5.0641
H -3.8872 1.0687 4.0797
H -2.7979 2.3562 2.2913
H -1.1281 2.6096 0.7361
C -1.4457 1.1565 -0.8728
C -2.4836 0.0389 -0.8211
O -3.6257 0.1862 -0.4835
N -1.8629 -1.1324 -1.2062
C -0.4976 -0.9543 -1.3859
O 0.3339 -1.8191 -1.3693
C -0.2554 0.5356 -1.5929
H -0.2344 0.7131 -2.6692
C -2.4794 -2.4771 -1.3337
C -2.0518 -3.3389 -0.1456
H -2.4283 -2.9124 0.7809
H -2.4614 -4.3388 -0.2586
H -0.9688 -3.4140 -0.0959
C -4.0023 -2.3780 -1.3787
H -4.4071 -3.3691 -1.5670
H -4.3275 -1.7151 -2.1762
H -4.4068 -2.0116 -0.4408
C -1.9887 -3.0894 -2.6500
H -2.2334 -2.4372 -3.4863
H -2.4785 -4.0464 -2.8056
H -0.9157 -3.2543 -2.6335
H -1.8827 2.0240 -1.3670
```

Orbital gap, eV: 9.52
Lowest unoccupied orbital energy, eV: 0.452
Spin multiplicity: 1
SMILES: CC(C)C[C@@]12C(=O)N(c3cccc(F)c3)C(=O)N1[C@H](c1ccc(Br)cc1)[C@@H]1C(=O)N(C(C)(C)C)C(=O)[C@@H]12
Maximum force, eV/Å: 0.60
E_tot, eV: -114930.0758


Entry 3:
Entry from the Open Molecules 2025 dataset: C28H29ClFGeN2O11OsPS as an isolated structure (wB97M-V/def2-TZVPD).

```
76
Properties=species:S:1:pos:R:3
Os 1.1678 -0.8217 -0.2706
O 1.4192 -1.8510 1.9495
S 2.6593 -1.0721 2.1365
O 3.7732 -1.6619 2.7927
O 2.9652 -0.6058 0.7297
C 2.1809 0.3478 3.0697
C 2.8858 0.6558 4.2244
C 2.4834 1.7381 4.9903
C 1.3931 2.5040 4.6007
C 0.7039 2.1982 3.4377
C 1.0882 1.1098 2.6610
P 0.2235 0.7361 1.1040
C 0.1469 2.4040 0.3660
C -1.0022 3.1898 0.3492
C -0.9638 4.4726 -0.1843
C 0.2201 4.9763 -0.7005
C 1.3726 4.1981 -0.6821
C 1.3380 2.9192 -0.1512
C -1.4734 0.3225 1.5756
C -2.4579 0.2872 0.5852
C -3.7415 -0.1246 0.8968
C -4.0469 -0.5265 2.1920
C -3.0671 -0.5170 3.1717
C -1.7801 -0.0929 2.8664
H 3.7307 0.0437 4.5057
H 3.0236 1.9839 5.8947
H 1.0806 3.3477 5.2015
H -0.1350 2.8102 3.1293
H -1.9352 2.8096 0.7437
H -1.8652 5.0708 -0.2007
H 0.2485 5.9754 -1.1159
H 2.2998 4.5879 -1.0813
H 2.2382 2.3154 -0.1447
H -2.2125 0.5620 -0.4345
H -4.5012 -0.1435 0.1264
H -5.0492 -0.8553 2.4332
H -3.2993 -0.8441 4.1766
H -1.0165 -0.1009 3.6338
O 3.1900 -3.5576 -3.0311
Cl 2.9725 -2.1937 -2.6942
O 2.7616 -1.3789 -3.8504
O 3.9968 -1.6700 -1.8515
O 1.6628 -2.1574 -1.9076
C 0.0736 -5.0669 -1.4524
Ge 0.4431 -4.0700 0.1818
C -0.6808 -4.7104 1.6477
C 2.3198 -4.2856 0.6601
C -0.2966 -2.2163 -0.1694
H 0.0861 -6.1385 -1.2455
H 0.8409 -4.8427 -2.1930
H -0.9017 -4.8066 -1.8647
H -0.4455 -5.7508 1.8773
H -1.7370 -4.6455 1.3831
H -0.5018 -4.1073 2.5382
H 2.6258 -5.2833 0.3409
H 2.4572 -4.2023 1.7361
H 2.9719 -3.5705 0.1657
H -1.0970 -1.9584 0.5220
H -0.7001 -2.3090 -1.1785
F -3.0384 3.8672 -2.0709
C -2.5576 2.9166 -2.8776
C -1.2530 2.6554 -2.9421
N -0.7424 1.6820 -3.7790
C 0.6363 1.2779 -3.6047
C 0.7901 0.5256 -2.3221
O 1.8677 0.5244 -1.6631
O -0.1400 -0.1445 -1.7954
C -1.5653 0.8980 -4.5777
O -1.1530 0.0101 -5.2826
N -2.9070 1.2282 -4.4967
C -3.5254 2.1769 -3.6862
O -4.7214 2.3340 -3.6760
H -0.5370 3.1966 -2.3352
H 1.2990 2.1424 -3.5891
H 0.9293 0.6116 -4.4182
H -3.5188 0.6706 -5.0762
```

Energy above the lowest of the compared OMol25 structures with the same formula, charge and spin, kcal/mol: 2.3
Orbital gap, eV: 8.12
Lowest unoccupied orbital energy, eV: -1.090
Spin multiplicity: 1
Maximum force, eV/Å: 0.95
E_tot, eV: -149350.4423


Entry 4:
Entry from the Open Molecules 2025 dataset: C28H29F3IMnN4O7PS2 as an isolated structure (wB97M-V/def2-TZVPD).

```
76
Properties=species:S:1:pos:R:3
Mn 0.9177 12.1099 13.2300
O 2.9035 10.8703 12.9293
S 3.5535 11.5625 14.0590
O 4.9367 11.7559 13.8650
O 2.7845 12.7630 14.3852
C 3.3402 10.4847 15.4842
C 4.4113 10.3153 16.2843
C 4.3571 9.7071 17.5108
C 3.1175 9.2884 18.0081
C 2.0080 9.3323 17.1536
C 2.0983 9.9338 15.8821
P 0.7109 9.9216 14.6282
C 0.9373 8.3313 13.7472
C 0.9444 8.3133 12.3389
C 1.0956 7.1394 11.6573
C 1.2134 5.9551 12.3158
C 1.2233 5.9257 13.7192
C 1.0875 7.0963 14.4107
C -0.8991 9.7387 15.4499
C -1.9344 9.1448 14.7400
C -3.2373 9.2231 15.2233
C -3.5164 9.9579 16.3420
C -2.4882 10.6026 17.0352
C -1.1711 10.5067 16.5923
H 5.3397 10.7195 15.8442
H 5.2425 9.6593 18.1061
H 3.0082 8.8900 19.0278
H 1.0612 8.9152 17.4278
H 0.9011 9.2450 11.8081
H 1.1549 7.1355 10.5461
H 1.2993 5.0541 11.7515
H 1.2498 5.0261 14.2919
H 1.0928 7.0739 15.4778
H -1.6754 8.5779 13.8345
H -4.0388 8.7882 14.6323
H -4.5328 10.0765 16.7222
H -2.7021 11.0693 17.9707
H -0.3517 10.9633 17.1401
N 1.4611 13.0520 11.2672
C 2.4569 13.6717 11.3204
N 3.5708 14.2903 11.1419
C 4.2746 14.0999 9.8680
C 5.6969 13.5743 10.0934
C 6.0735 13.8070 11.5549
C 5.6044 15.2119 11.9413
C 4.0702 15.3190 12.0259
H 4.2627 15.0687 9.3601
H 3.6946 13.4465 9.2255
H 6.4227 14.1088 9.4340
H 5.7738 12.5454 9.8803
H 7.1235 13.6525 11.7757
H 5.5944 13.0184 12.1287
H 5.9434 15.9849 11.2422
H 5.9973 15.4956 12.9371
H 3.7373 16.3204 11.7070
H 3.6337 15.1464 13.0158
N 0.3629 9.5785 7.9715
C 0.1795 9.4476 9.1371
H 0.4021 9.7154 6.9867
N -2.8266 10.9900 11.6266
C -2.1767 11.7790 12.4507
O -0.9325 11.8353 12.3639
C -2.8978 12.5695 13.5143
I -4.9832 12.2141 13.6053
H -2.2335 10.5699 10.9032
H -3.8141 11.0014 11.5947
H -2.7425 13.6361 13.3307
H -2.4498 12.2787 14.4922
F 2.3012 15.7623 15.2925
C 1.1732 15.4920 15.9331
F 0.7735 16.5688 16.6101
F 1.3806 14.5449 16.8660
S -0.1226 15.0097 14.6964
O -1.3752 15.2817 15.3607
O 0.2753 15.6955 13.5003
O 0.1804 13.5511 14.5416
```

Orbital gap (spin up / spin down), eV: 8.44 / 9.01
Lowest unoccupied orbital energy (spin up / spin down), eV: 0.205 / 0.202
Spin multiplicity: 6
Maximum force, eV/Å: 2.85
E_tot, eV: -128333.7095


Entry 5:
Entry from the Open Molecules 2025 dataset: a 2-piece molecular cluster, C28H29F3N2S overall (wB97M-V/def2-TZVPD).

```
63
Properties=species:S:1:pos:R:3
F 6.1365 4.5752 -0.6543
C 5.8715 4.1025 -1.9121
F 5.2741 5.1335 -2.5861
F 7.0957 3.9258 -2.5091
C 5.0187 2.8571 -1.8877
C 4.1442 2.5905 -2.9387
C 3.2313 1.5493 -2.8368
C 3.1621 0.7884 -1.6348
S 1.9157 -0.3084 -1.2842
C 4.2245 0.9226 -0.7005
C 5.1215 1.9729 -0.8153
H 4.1753 3.2182 -3.8246
H 2.5359 1.3386 -3.6460
H 4.2802 0.2274 0.1348
H 5.8921 2.1222 -0.0662
C -0.9291 -3.5046 5.4375
N 0.0741 -2.5501 5.0503
C 1.2338 -2.6173 5.8934
C 2.1835 -1.4537 5.6740
C 2.4272 -1.2435 4.1768
C 1.1648 -1.1818 3.3906
C -0.0073 -1.7768 3.9308
C -1.2441 -1.6044 3.2695
C -1.3098 -0.9633 2.0418
C -0.1133 -0.5351 1.3921
C -0.0957 0.0793 0.0749
C -1.1497 -0.1592 -0.8959
C -1.2060 0.6740 -2.0247
C -2.2939 0.7192 -2.8832
C -3.3929 -0.1512 -2.6396
N -4.5526 0.0142 -3.3449
C -5.6569 -0.8950 -3.2362
C -4.6484 0.8151 -4.5362
C -3.7584 2.0425 -4.4735
C -2.3463 1.6690 -4.0292
C -3.2880 -1.0986 -1.5909
C -2.1521 -1.1746 -0.7994
C 1.0890 -0.6509 2.1092
H -1.6861 -3.6493 4.6617
H -0.4406 -4.4695 5.6315
H -1.4192 -3.1789 6.3661
H 0.8857 -2.6628 6.9340
H 1.7465 -3.5751 5.7053
H 1.7516 -0.5454 6.1030
H 3.1106 -1.6535 6.2134
H 2.9802 -0.3113 4.0382
H 3.0776 -2.0406 3.7921
H -2.1637 -1.9873 3.7115
H -2.2959 -0.7832 1.6013
H 0.4103 1.0543 0.0406
H -0.3544 1.3506 -2.1929
H -5.8305 -1.2143 -2.2064
H -6.5447 -0.3674 -3.5983
H -5.4926 -1.7775 -3.8719
H -4.3803 0.1971 -5.4120
H -5.6978 1.0987 -4.6491
H -3.7505 2.5219 -5.4555
H -4.1944 2.7574 -3.7708
H -1.8110 2.5826 -3.7625
H -1.8111 1.2395 -4.8855
H -4.1179 -1.7837 -1.3905
H -2.0896 -1.9710 -0.0446
H 2.0106 -0.3003 1.6158
```

Energy above the lowest of the compared OMol25 structures with the same formula, charge and spin, kcal/mol: 0.0
Orbital gap, eV: 5.79
Lowest unoccupied orbital energy, eV: -0.895
Spin multiplicity: 1
Maximum force, eV/Å: 2.54
E_tot, eV: -51473.6036


Entry 6:
Entry from the Open Molecules 2025 dataset: C28H29F6N6NaO4S3Te as an isolated structure (wB97M-V/def2-TZVPD).

```
78
Properties=species:S:1:pos:R:3
Na -0.4839 0.4781 -1.1287
C 1.6157 -2.5479 -1.5276
N 1.8500 -1.1397 -1.3061
C 2.2777 -0.4857 -2.5303
C 2.7950 -0.9053 -0.2289
C 2.8713 0.5524 0.2340
C 4.0409 0.9599 0.8845
C 4.1681 2.2691 1.3378
C 3.1210 3.1611 1.1110
C 1.9584 2.7245 0.4653
C 1.7660 1.3969 0.0124
H 2.5245 -3.0864 -1.8620
H 0.8397 -2.6714 -2.2876
H 1.2635 -3.0148 -0.6042
H 3.2749 -0.8426 -2.8537
H 2.3181 0.5922 -2.3718
H 1.5553 -0.6880 -3.3229
H 3.8065 -1.2540 -0.5200
H 2.4852 -1.5428 0.6124
H 4.8666 0.2604 1.0323
H 5.0743 2.5935 1.8431
H 3.2189 4.1944 1.4413
H 1.1751 3.4637 0.3172
F -3.2736 5.3549 -1.2364
C -3.4204 4.0320 -1.0889
F -4.1045 3.5730 -2.1231
F -4.1435 3.8189 0.0174
S -1.7648 3.2550 -0.8511
O -1.9878 1.8289 -0.8734
O -1.3718 3.8782 0.3750
N -0.9472 3.8114 -2.0839
S -0.3906 2.8966 -3.2458
O -0.1460 1.5215 -2.8714
O 0.6231 3.5748 -3.9942
C -1.7906 2.8645 -4.4471
F -1.3904 2.3395 -5.6043
F -2.1970 4.1254 -4.6831
F -2.8182 2.1721 -3.9874
S -4.1433 -1.2087 -2.0938
C -3.4659 -2.3343 -0.9591
C -4.2434 -3.4055 -0.4330
C -3.6727 -4.3284 0.4133
C -2.3321 -4.1819 0.7829
C -1.6550 -3.0919 0.2669
N -2.1785 -2.2053 -0.5784
H -5.2805 -3.4731 -0.7367
H -4.2550 -5.1647 0.7864
H -1.8426 -4.8797 1.4516
H -0.6187 -2.9089 0.5501
C -0.0034 -1.0748 -5.4069
Te -1.5978 -0.9780 -3.9172
C -2.1423 -2.9677 -4.4666
H -0.4340 -1.2185 -6.4003
H 0.7037 -1.8825 -5.1996
H 0.5295 -0.1200 -5.3861
H -1.3541 -3.6685 -4.1857
H -2.3053 -3.0123 -5.5443
H -3.0644 -3.2202 -3.9434
N 3.8562 0.2623 8.8383
C 3.1710 0.2491 7.9176
C 2.3063 0.2211 6.7615
C 2.8168 0.4615 5.4894
C 1.9928 0.4138 4.3824
C 0.6410 0.1052 4.5348
C 0.1237 -0.1131 5.8074
C 0.9526 -0.0532 6.9119
N -0.1691 0.0038 3.4057
C -1.5458 0.2109 3.3010
C -1.8435 -0.0031 1.9940
N -0.7031 -0.3667 1.2996
C 0.2618 -0.3599 2.1533
H 3.8670 0.6961 5.3733
H 2.3856 0.6428 3.3958
H -0.9243 -0.3512 5.9281
H 0.5561 -0.2345 7.9023
H -2.1441 0.5393 4.1328
H -2.7963 0.0790 1.4916
H 1.2911 -0.5927 1.9294
```

Orbital gap, eV: 5.11
Lowest unoccupied orbital energy, eV: 3.590
Spin multiplicity: 1
Total charge: -2
Maximum force, eV/Å: 2.47
E_tot, eV: -107158.0194